[1]
Below is a gas-phase ion, C5H14N2 (charge +1) at a distorted geometry, with properties calculated with ωB97M-V/def2-TZVPD.

Atoms and positions in Å:
N: 1.59 0.34 -0.37
C: 0.31 0.41 2.59
C: 0.69 -0.75 1.63
C: 0.51 -0.43 0.16
C: -0.89 0.31 -0.08
N: -1.11 0.59 -1.44
C: -1.15 -0.44 -2.46
H: 2.49 -0.08 -0.15
H: 1.54 0.36 -1.38
H: 0.81 1.32 2.29
H: 0.60 0.16 3.61
H: -0.79 0.47 2.63
H: 0.18 -1.65 1.97
H: 1.77 -0.86 1.75
H: 0.39 -1.36 -0.40
H: -0.79 1.28 0.41
H: -1.67 -0.33 0.31
H: -0.46 1.31 -1.77
H: -0.15 -0.79 -2.71
H: -1.64 -0.05 -3.35
H: -1.74 -1.31 -2.18

The energy relative to the best compared isomer or geometry (same formula, charge and spin) is 73.2 kJ/mol. The total charge is +1. The spin multiplicity is 2. As for the highest occupied orbital energy (alpha / beta): -14.31 / -14.14 eV.



[2]
Below is 2 unconnected molecules or ions with the total composition C8H20O4 at a distorted geometry, with properties calculated with ωB97M-V/def2-TZVPD.

Atoms and positions in Å:
C: -1.60 4.65 0.32
C: -1.98 3.24 -0.19
O: -0.89 2.59 -0.83
C: -1.27 1.41 -1.44
O: -1.21 0.35 -0.54
C: 0.00 0.00 0.00
H: -2.33 5.04 1.05
H: -1.55 5.35 -0.53
H: -0.61 4.60 0.80
H: -2.81 3.37 -0.91
H: -2.37 2.66 0.67
H: -0.54 1.31 -2.27
H: -2.28 1.35 -1.87
H: 0.86 0.18 -0.67
H: 0.03 -1.05 0.34
H: 0.10 0.66 0.88
C: 0.84 3.64 -6.19
C: -0.63 3.59 -6.50
O: -1.20 3.69 -5.19
C: -2.36 4.42 -5.11
O: -2.10 5.74 -4.69
C: -1.66 5.76 -3.34
H: 1.17 4.52 -5.62
H: 1.48 3.55 -7.09
H: 0.99 2.74 -5.56
H: -0.96 2.65 -6.98
H: -0.84 4.42 -7.20
H: -3.04 3.85 -4.45
H: -2.86 4.56 -6.09
H: -1.37 6.79 -3.08
H: -0.80 5.09 -3.18
H: -2.47 5.45 -2.66

The energy relative to the best compared isomer or geometry (same formula, charge and spin) is 146.4 kJ/mol. Its SMILES is CCOCOC.CCOCOC. The total charge is 0. The spin multiplicity is 1. As for the highest occupied orbital energy: -9.99 eV.



[3]
Below is a single C4H8O2 molecule at a distorted geometry, with properties calculated with ωB97M-V/def2-TZVPD.

Atoms and positions in Å:
C: -2.10 -0.34 0.71
C: -1.11 -0.10 -0.38
O: 0.16 -0.27 0.15
C: 1.13 0.24 -0.67
C: 2.35 0.27 0.14
O: 1.06 0.44 -1.86
H: -2.05 -1.34 1.10
H: -1.96 0.32 1.55
H: -3.08 -0.18 0.31
H: -1.23 -0.72 -1.26
H: -1.13 0.93 -0.80
H: 2.13 0.49 1.18
H: 3.02 0.99 -0.29
H: 2.81 -0.72 0.12

The energy relative to the best compared isomer or geometry (same formula, charge and spin) is 57.1 kJ/mol. Its SMILES is CCOC(C)=O. The total charge is 0. The spin multiplicity is 1. As for the highest occupied orbital energy: -10.60 eV.



[4]
Below is 2 unconnected molecules or ions with the total composition C5H2O4 at a distorted geometry, with properties calculated with ωB97M-V/def2-TZVPD.

Atoms and positions in Å:
C: -0.29 2.09 -0.94
C: 0.22 0.99 -0.70
C: 2.17 -0.24 0.29
C: -2.38 -1.35 0.59
C: 0.79 0.10 0.18
O: 3.13 0.49 -0.19
O: -2.72 -0.82 1.61
O: 2.33 -1.36 0.78
O: -2.48 -1.99 -0.42
H: -0.81 2.65 -1.71
H: 0.04 -0.56 0.50

The energy relative to the best compared isomer or geometry (same formula, charge and spin) is 173.7 kJ/mol. The total charge is -2. The spin multiplicity is 1. As for the highest occupied orbital energy: 2.17 eV.



no.,molar mass (g mol⁻¹)
1,102.2
2,180.2
3,88.1
4,126.1